Molecular formula: C29H31AsBNO2PtS
Method: DFT, ωB97M-V/def2-TZVPD

Its charge is +2. The multiplicity is 1. For the gap between HOMO and LUMO (alpha / beta), the calculation gives 5.071 / 5.086 eV.

Last column: Löwdin charge in e.
Element x y z (Å)
Pt 0.10837 1.11665 1.09228  1.392
C 1.63317 5.31266 2.68174  -0.033
C 0.44574 5.25223 1.96383  -0.041
C -0.01103 4.03627 1.47154  -0.082
C 0.73713 2.90824 1.73248  -0.255
C 1.93795 2.94442 2.41310  -0.082
C 2.38623 4.16358 2.89903  -0.035
H 1.97933 6.26097 3.06949  0.126
H -0.12939 6.14972 1.78361  0.127
H -0.93100 4.00404 0.89578  0.118
H 2.53146 2.05177 2.57214  0.110
H 3.31948 4.21908 3.44141  0.127
O -1.05239 -0.01903 2.55303  -0.633
S -0.24587 -0.77317 3.66508  1.032
C -1.23495 -0.59476 5.18352  -0.282
C -1.27136 -1.99953 5.76617  -0.218
C -1.56726 -2.95247 4.60876  -0.204
C -0.67319 -2.53618 3.44101  -0.277
H -2.21511 -0.22098 4.88438  0.112
H -0.74438 0.12255 5.83783  0.103
H -2.02913 -2.07802 6.54382  0.133
H -0.30517 -2.24131 6.21415  0.127
H -2.61747 -2.87670 4.32570  0.126
H -1.37929 -3.98500 4.89616  0.129
H -1.15771 -2.62549 2.46965  0.096
H 0.27482 -3.07285 3.42135  0.103
B 3.89617 -1.43672 1.15811  -0.331
C 2.54043 -0.77244 1.17503  -0.124
N 1.45777 -0.32696 1.26530  -0.014
H 4.01131 -2.00660 0.10608  0.036
H 4.03183 -2.00312 2.21473  0.052
H 4.80131 -0.62947 1.17392  0.065
O 0.41163 1.20062 -0.96580  -0.559
As -0.20915 0.16009 -2.16815  1.298
C 0.30551 0.94070 -3.83189  -0.310
C 0.07120 0.27650 -5.03131  -0.092
C 0.43552 0.89156 -6.21769  -0.049
C 1.03119 2.14683 -6.19830  -0.039
C 1.27529 2.79429 -4.99480  -0.047
C 0.90927 2.19352 -3.80036  -0.081
C 0.56631 -1.57011 -1.92623  -0.316
C 0.00779 -2.41225 -0.96785  -0.114
C 0.60881 -3.63241 -0.70699  -0.060
C 1.75671 -3.99989 -1.39982  -0.040
C 2.30942 -3.15395 -2.35112  -0.049
C 1.71442 -1.93105 -2.62279  -0.072
C -2.10958 -0.00712 -1.93000  -0.307
C -2.87146 -0.68550 -2.87463  -0.070
C -4.23516 -0.83011 -2.67190  -0.039
C -4.83168 -0.29671 -1.53691  -0.040
C -4.06845 0.37227 -0.59097  -0.053
C -2.70393 0.51549 -0.78752  -0.115
H -0.37993 -0.70862 -5.04775  0.107
H 0.25341 0.39258 -7.15943  0.120
H 1.30990 2.61944 -7.13030  0.121
H 1.74818 3.76651 -4.98320  0.119
H 1.09043 2.67947 -2.85093  0.099
H -0.89607 -2.11366 -0.44541  0.099
H 0.18411 -4.29848 0.03223  0.112
H 2.21987 -4.95691 -1.20258  0.122
H 3.20761 -3.44000 -2.88051  0.123
H 2.13510 -1.26476 -3.36651  0.114
H -2.40800 -1.10119 -3.76090  0.107
H -4.83102 -1.36047 -3.40182  0.123
H -5.89752 -0.40602 -1.39089  0.122
H -4.53589 0.78538 0.29245  0.117
H -2.10164 1.04256 -0.04963  0.050

Molecular formula: C29H31BrN4O6STi
Method: DFT, ωB97M-V/def2-TZVPD

Its charge is -1. The multiplicity is 2. As for the expectation value of S²: 0.757. For the gap between HOMO and LUMO (alpha / beta), the calculation gives 3.754 / 5.819 eV.

Last column: Löwdin charge in e.
Element x y z (Å)
Ti -0.53702 -0.25059 0.28570  0.695
N 2.92120 1.99125 -0.75938  0.053
C 1.64119 1.57231 -0.55083  -0.911
S 1.10832 1.43608 1.10239  0.629
N 0.86673 1.38140 -1.57903  0.011
N -0.37962 0.98725 -1.22434  -0.176
C -1.37061 1.04533 -2.06809  -0.055
C -2.70652 0.87995 -1.59150  -0.152
C -3.79666 0.97686 -2.47009  -0.053
C -5.08901 1.06822 -2.00296  -0.120
C -5.32653 1.09618 -0.63269  -0.099
C -4.28083 0.96126 0.25979  -0.008
C -2.95990 0.81125 -0.18024  -0.316
O -1.99207 0.69178 0.69587  -0.159
H 3.53173 1.86104 0.03113  0.063
H 3.30252 1.77135 -1.66702  0.086
H -1.18525 1.32679 -3.10842  0.132
H -3.60510 1.00746 -3.53350  0.104
H -5.91201 1.15472 -2.69815  0.089
H -6.33234 1.24468 -0.26511  0.094
H -4.44984 0.98996 1.32696  0.113
C 3.26934 -5.73066 4.64534  -0.047
C 3.66416 -4.24936 4.71127  -0.560
C 5.10140 -4.09463 4.20314  -0.069
C 3.60563 -3.75263 6.16322  -0.051
C 2.68270 -3.45994 3.86345  -0.194
C 3.03536 -2.88750 2.65380  -0.096
C 2.10302 -2.17119 1.93600  -0.505
Br 2.68723 -1.44407 0.26556  0.855
C 0.77224 -1.96623 2.35030  -0.311
O -0.03660 -1.24996 1.61962  -0.278
C 0.40117 -2.59085 3.57313  -0.078
C 1.36125 -3.31140 4.26634  -0.006
C -1.01470 -2.57793 4.15253  -0.525
C -0.96804 -2.14904 5.62978  -0.052
C -1.57957 -4.00522 4.04089  -0.041
C -1.98142 -1.62825 3.43620  -0.048
H 3.99806 -6.34187 5.17415  0.077
H 3.22569 -6.05112 3.60681  0.088
H 2.29077 -5.89358 5.09090  0.077
H 5.78622 -4.61034 4.87331  0.077
H 5.38796 -3.04638 4.15810  0.088
H 5.21165 -4.52742 3.21245  0.079
H 4.37475 -4.23457 6.76470  0.076
H 2.64435 -3.96808 6.62306  0.071
H 3.76448 -2.67686 6.19530  0.091
H 4.02363 -2.98091 2.24027  0.082
H 1.05556 -3.79208 5.18114  0.095
H -0.38556 -2.83296 6.24174  0.065
H -1.97633 -2.11265 6.03885  0.078
H -0.52567 -1.15896 5.71053  0.090
H -0.96997 -4.72792 4.58106  0.073
H -1.61067 -4.30793 2.99673  0.090
H -2.59123 -4.03843 4.44070  0.079
H -1.59380 -0.60717 3.42142  0.095
H -2.93433 -1.63380 3.96641  0.083
H -2.15874 -1.94713 2.40844  0.082
O -1.88200 -1.80185 -0.35517  0.003
C -0.98868 -2.03938 -1.21235  -0.545
O 0.12689 -1.43287 -1.06954  -0.182
C -1.18035 -2.92778 -2.35898  -0.087
C -0.18341 -3.01722 -3.35139  0.028
C -0.39368 -3.81670 -4.46250  -0.061
C -1.56717 -4.52579 -4.60517  0.007
C -2.55172 -4.45354 -3.60123  -0.159
C -2.35753 -3.64724 -2.48583  0.091
N -3.72336 -5.21669 -3.72565  -0.335
O -4.57897 -5.14999 -2.82824  0.067
O -3.84881 -5.93659 -4.73276  0.044
H 0.73301 -2.45728 -3.24119  0.125
H 0.36975 -3.88708 -5.22668  0.107
H -1.76065 -5.15427 -5.45984  0.112
H -3.11924 -3.59571 -1.72175  0.136

Molecular formula: C29H31Cl3CsN7O5
Method: DFT, ωB97M-V/def2-TZVPD

The multiplicity is 1. For the gap between HOMO and LUMO, the calculation gives 6.489 eV.

Last column: Löwdin charge in e.
Element x y z (Å)
Cs 0.77266 -0.80626 -0.40540  1.377
O 2.67154 -2.61468 3.50020  0.132
C 2.21239 -1.63551 2.70374  -0.480
O 2.72577 -1.32178 1.66409  -0.023
C 0.98537 -0.97124 3.28966  -0.195
C 0.89810 -0.66841 4.64088  0.011
C -0.22807 0.01539 5.07575  -0.032
C -1.20699 0.36258 4.15821  0.021
C -1.02079 -0.00405 2.83346  -0.194
N 0.04742 -0.66170 2.40750  0.087
C -2.05215 0.39281 1.80255  -0.490
O -1.96965 -0.35586 0.70244  0.037
O -2.84970 1.27533 1.97722  0.115
H 3.45845 -2.98052 3.06560  0.138
H 1.68117 -0.95961 5.32659  0.124
H -0.34356 0.27725 6.11946  0.115
H -2.09534 0.90853 4.44361  0.125
H -2.56947 -0.00848 0.02328  0.146
C -0.82050 -0.08373 -5.28042  -0.043
C -0.52725 0.17087 -3.83363  -0.299
N -0.69376 -0.66587 -2.88183  -0.059
N -1.28406 -1.87958 -3.20630  0.032
C -0.89169 -2.85189 -2.39529  -0.535
O 0.04609 -2.86760 -1.55196  -0.389
C -1.71584 -4.11583 -2.53942  -0.144
C -2.59970 -4.31067 -3.59925  -0.041
C -3.36373 -5.46473 -3.67572  -0.095
C -3.26242 -6.43550 -2.68661  -0.109
C -2.38424 -6.24888 -1.62944  -0.094
C -1.60974 -5.09826 -1.56233  -0.036
C 0.02286 1.51512 -3.44573  -0.222
C 0.27681 2.48759 -4.41385  -0.026
C 0.81059 3.70870 -4.03550  -0.073
C 1.07647 3.93983 -2.69769  -0.073
C 0.77544 2.92748 -1.79589  -0.164
N 0.26364 1.75507 -2.14785  0.052
H -1.21324 -1.08800 -5.40333  0.059
H 0.08419 0.02198 -5.88464  0.081
H -1.54960 0.63375 -5.66624  0.081
H -2.67882 -3.53730 -4.35038  0.098
H -4.04351 -5.60692 -4.50698  0.095
H -3.86582 -7.33338 -2.74154  0.094
H -2.30219 -7.00373 -0.85678  0.095
H -0.90886 -4.94225 -0.75318  0.106
H 0.06666 2.28653 -5.45416  0.098
H 1.01455 4.46480 -4.78346  0.104
H 1.49633 4.87406 -2.34968  0.097
H 0.95664 3.04829 -0.73248  0.073
C 1.11247 3.92922 5.54232  -0.065
C 1.53210 4.55961 4.21962  -0.216
N 0.75019 4.13198 3.06758  -0.091
C -0.46056 4.87692 2.75027  -0.209
C -1.73057 4.38054 3.43252  -0.060
C 1.01381 2.94661 2.42374  -0.425
C 2.32519 2.27080 2.73741  -0.013
N 0.27425 2.38802 1.53511  0.153
H 1.79674 4.22354 6.34013  0.077
H 1.12078 2.83969 5.47450  0.056
H 0.10809 4.23619 5.83272  0.062
H 2.58598 4.35888 4.02915  0.104
H 1.44294 5.64593 4.28294  0.117
H -0.58760 4.87364 1.66400  0.116
H -0.27187 5.91739 3.02139  0.115
H -1.93543 3.33588 3.19886  0.048
H -2.59232 4.96182 3.10020  0.081
H -1.66132 4.48266 4.51576  0.061
H 3.17070 2.92223 2.50354  0.069
H 2.38985 1.37673 2.12275  0.050
H 2.40895 1.99448 3.78985  0.075
H -0.58342 2.91464 1.38110  0.044
Cl 6.61309 1.85852 -1.55351  0.640
C 5.69802 1.97191 -0.05286  -1.614
Cl 5.53948 3.66742 0.44565  0.616
Cl 6.48281 1.03635 1.22524  0.625
C 4.35162 1.43456 -0.26892  -0.373
N 3.29019 1.03533 -0.43143  0.179

Molecular formula: C29H31NOPRh
Method: DFT, ωB97M-V/def2-TZVPD

Its charge is +2. The multiplicity is 1. For the gap between HOMO and LUMO, the calculation gives 7.273 eV.

Last column: Löwdin charge in e.
Element x y z (Å)
Rh 0.03078 0.13596 0.31365  0.926
C 2.03344 0.95912 0.36176  -0.262
C 1.13993 2.06414 0.01600  -0.228
C 0.23692 2.26044 1.06864  -0.236
C 0.49311 1.22693 2.05420  -0.264
C 1.69882 0.51872 1.66051  -0.255
C 2.52625 -0.37521 2.50997  0.008
C -0.22704 1.07611 3.34633  0.009
C -0.73699 3.38588 1.17364  0.000
C 1.17602 2.88392 -1.22603  0.013
C 3.20820 0.48251 -0.42994  0.012
H 3.27502 0.25270 3.00256  0.123
H 3.05879 -1.11754 1.92100  0.081
H 1.95149 -0.88103 3.28237  0.081
H 0.05658 1.89001 4.01888  0.117
H 0.01982 0.13424 3.83275  0.082
H -1.30568 1.13161 3.20159  0.093
H -1.44298 3.39469 0.34753  0.084
H -0.18440 4.32740 1.14695  0.111
H -1.29609 3.34702 2.10527  0.092
H 1.61336 3.85950 -0.99658  0.117
H 0.17148 3.06336 -1.60891  0.100
H 1.77422 2.42562 -2.00955  0.084
H 4.13382 0.76322 0.07698  0.111
H 3.22797 0.91888 -1.42577  0.086
H 3.20274 -0.60249 -0.53802  0.079
O -2.61385 1.25568 0.35653  -0.023
N -2.09609 -0.02576 0.37802  -0.108
C -2.94425 -0.97237 0.26490  -0.047
C -2.71286 -2.41121 0.25222  -0.195
C -3.87564 -3.18542 0.21076  -0.005
C -3.81448 -4.56719 0.15809  -0.022
C -2.58112 -5.19712 0.13207  -0.017
C -1.41840 -4.43974 0.18116  -0.049
C -1.46921 -3.05249 0.24353  -0.285
P 0.12833 -2.20444 0.34545  1.066
C 0.83914 -2.34915 -1.30984  -0.345
C 0.15770 -1.52423 -2.22070  -0.123
C 0.60194 -1.39337 -3.52599  -0.048
C 1.72994 -2.09082 -3.93853  -0.040
C 2.40127 -2.91422 -3.04730  -0.039
C 1.96715 -3.04295 -1.73308  -0.068
C 0.93832 -3.03502 1.71957  -0.373
C 0.18713 -3.03357 2.90127  -0.105
C 0.69655 -3.60577 4.05276  -0.049
C 1.96029 -4.18696 4.03752  -0.038
C 2.70722 -4.19126 2.87104  -0.045
C 2.20269 -3.61487 1.71144  -0.086
H -3.57702 1.20833 0.22810  0.121
H -3.99333 -0.68745 0.17558  0.146
H -4.84142 -2.69507 0.21613  0.126
H -4.72619 -5.14749 0.13000  0.127
H -2.51878 -6.27534 0.07573  0.126
H -0.45817 -4.94213 0.17549  0.124
H -0.75897 -1.01435 -1.92094  0.089
H 0.06257 -0.76507 -4.22194  0.120
H 2.07731 -2.00252 -4.95893  0.122
H 3.26928 -3.47035 -3.37511  0.123
H 2.50397 -3.70590 -1.07430  0.092
H -0.80580 -2.59539 2.91741  0.113
H 0.10737 -3.60814 4.96001  0.120
H 2.35791 -4.64005 4.93556  0.122
H 3.68868 -4.64563 2.85594  0.121
H 2.81826 -3.61317 0.82628  0.089

Electronic energy in a.u., matching the order above: -4106.26169; -5615.94231; -3283.90634; -1705.03473
Max |F| in eV/Å, matching the order above: 3.840; 5.348; 1.835; 0.653